[1]
DFT (the ωB97M-V functional and the def2-TZVPD basis) results for an isolated molecule of C3H6ClN3O.

E_HOMO: -7.84 eV
Kohn-Sham gap: 8.5 eV

Geometry (Å):
N -0.947 -2.000 0.601
C -0.166 -0.817 0.188
N 0.767 -0.540 1.141
C -0.563 0.030 -0.846
Cl -1.831 -0.569 -1.910
C -0.427 1.500 -0.899
N 0.510 2.339 -0.604
O 1.799 1.637 -0.513
H -0.450 -2.873 0.998
H -1.710 -2.314 -0.008
H 0.629 -1.116 2.031
H 1.364 0.327 1.040
H -1.391 1.971 -1.256
H 2.416 2.425 0.037

Results of the natural (NBO) charge analysis, in e, for atoms 1 through 5: number 1, N, carries -0.856; number 2, C, carries 0.421; number 3, N, carries -0.824; number 4, C, carries -0.288; number 5, Cl, carries -0.039

[2]
DFT (the ωB97M-V functional and the def2-TZVPD basis) results for the ion C7H7N2O with charge +1.

E_HOMO (spin up / spin down): -11.40 / -11.40 eV
charge: +1
Kohn-Sham gap (spin up / spin down): 6.2 / 6.2 eV

Geometry (Å):
C -1.798 -1.852 0.210
C -1.405 -1.319 1.383
C -1.148 -1.306 -0.901
C -0.621 -0.129 1.516
C 1.020 1.212 0.520
C 2.370 1.448 -1.635
C -0.425 -0.149 -0.820
N -0.016 0.344 0.397
N 1.698 1.803 -0.559
O 2.812 1.514 -2.686
H -2.302 -2.791 0.070
H -1.850 -1.794 2.263
H -1.366 -1.852 -1.863
H -0.448 0.415 2.429
H 1.503 1.412 1.557
H 0.200 0.251 -1.530
H 1.777 2.794 -0.351

Results of the natural (NBO) charge analysis, in e, for atoms 1 through 5: number 1, C, carries -0.208; number 2, C, carries -0.171; number 3, C, carries -0.161; number 4, C, carries 0.000; number 5, C, carries -0.117

[3]
DFT (the ωB97M-V functional and the def2-TZVPD basis) results for a cluster of 2 separate species, CH5N3OS in total.

E_HOMO: -10.40 eV
Kohn-Sham gap: 10.2 eV

Geometry (Å):
C 0.715 -1.569 0.045
N 1.121 -0.192 -0.138
N 1.215 -0.840 1.193
N -2.204 1.826 0.194
O -0.630 1.823 -1.803
S -0.784 1.825 -0.321
H -0.306 -1.863 0.072
H 1.356 -2.314 -0.126
H 2.099 -0.109 -0.264
H 0.427 -0.373 1.593
H -3.010 1.787 -0.445

Results of the natural (NBO) charge analysis, in e, for atoms 1 through 5: number 1, C, carries -0.106; number 2, N, carries -0.483; number 3, N, carries -0.451; number 4, N, carries -0.998; number 5, O, carries -0.882

[4]
DFT (the ωB97M-V functional and the def2-TZVPD basis) results for a structure of composition CH5NOS2.

E_HOMO (spin up / spin down): -7.48 / -8.54 eV
Kohn-Sham gap (spin up / spin down): 6.3 / 8.2 eV

Geometry (Å):
C 1.106 -0.318 -0.695
N 0.256 1.430 0.852
O -1.376 -0.806 0.126
S 0.599 -0.100 0.972
S -2.129 0.319 -0.811
H 2.219 -0.496 -0.891
H 0.754 0.547 -1.172
H 0.499 -1.285 -1.068
H -0.129 1.740 1.751
H -1.800 -1.031 0.936

Results of the natural (NBO) charge analysis, in e, for atoms 1 through 5: number 1, C, carries -0.828; number 2, N, carries -0.912; number 3, O, carries -0.836; number 4, S, carries 0.851; number 5, S, carries 0.102

[5]
DFT (the ωB97M-V functional and the def2-TZVPD basis) results for a structure of composition C19H28BN7SiTi.

E_HOMO (spin up / spin down): -4.27 / -7.29 eV
2S+1: 3
⟨S²⟩: 2.026
Kohn-Sham gap (spin up / spin down): 4.7 / 7.8 eV

Geometry (Å):
H 2.418 -0.670 -1.965
N 1.549 1.020 -1.030
B 0.601 3.193 -0.246
N 1.407 2.335 -1.279
C 1.965 2.569 -2.484
Ti -0.436 0.369 1.202
H 2.005 3.570 -2.881
C 2.438 1.359 -2.994
H 2.891 1.211 -3.959
C 2.185 0.388 -2.027
H 0.773 4.357 -0.478
C -1.814 -0.109 2.558
H -1.719 -1.178 2.801
H -2.824 0.152 2.185
H -1.522 0.502 3.429
N 1.055 2.856 1.222
N -0.913 2.875 -0.362
N 0.839 1.590 1.793
N -1.432 1.651 0.028
C 1.634 3.646 2.134
C -1.907 3.646 -0.827
H 1.794 4.694 1.912
H -1.719 4.651 -1.168
C 1.894 2.907 3.293
C -3.106 2.936 -0.744
C 1.402 1.626 3.063
C -2.786 1.686 -0.227
H 2.362 3.274 4.194
H -4.085 3.284 -1.018
H 1.361 0.756 3.703
H -3.439 0.846 -0.026
H 1.197 0.595 -0.165
C 2.542 -1.593 1.393
Si 1.077 -2.529 0.708
C 1.587 -3.541 -0.787
C 0.283 -3.615 2.011
N -0.063 -1.300 0.137
C -1.023 -1.673 -0.827
C -1.414 -0.758 -1.825
C -2.418 -1.083 -2.738
C -2.982 -2.364 -2.715
C -2.552 -3.308 -1.773
C -1.589 -2.966 -0.826
H 3.351 -2.330 1.495
H 2.340 -1.141 2.375
H 2.910 -0.803 0.724
H 2.428 -4.197 -0.518
H 0.778 -4.182 -1.163
H 1.910 -2.894 -1.615
H -0.225 -3.013 2.778
H -0.430 -4.351 1.613
H 1.102 -4.175 2.485
H -0.925 0.216 -1.854
H -2.753 -0.334 -3.457
H -3.762 -2.640 -3.426
H -2.965 -4.319 -1.759
H -1.272 -3.695 -0.075

Results of the natural (NBO) charge analysis, in e, for atoms 1 through 5: number 1, H, carries 0.254; number 2, N, carries -0.299; number 3, B, carries 0.540; number 4, N, carries -0.252; number 5, C, carries 0.031

[6]
DFT (the ωB97M-V functional and the def2-TZVPD basis) results for a structure of composition C20H41MgN2OP2S.

E_HOMO: -10.51 eV
charge: +1
Kohn-Sham gap: 8.1 eV

Geometry (Å):
Mg 0.393 -0.380 1.271
P 2.223 -0.347 -0.737
P -2.254 -0.337 0.593
N -0.464 -2.522 -1.584
C 1.973 -1.875 -1.752
H 2.759 -1.930 -2.531
H 2.115 -2.736 -1.074
C 0.595 -1.959 -2.449
H 0.295 -0.968 -2.812
H 0.693 -2.611 -3.337
C -1.817 -1.947 -1.733
H -2.386 -2.589 -2.430
H -1.751 -0.952 -2.193
C -2.593 -1.866 -0.396
H -2.347 -2.730 0.248
H -3.676 -1.918 -0.624
C -3.421 0.981 -0.040
C -3.029 2.394 0.425
H -3.750 3.108 -0.003
H -2.029 2.677 0.078
H -3.067 2.496 1.516
C -2.797 -0.715 2.334
C -2.848 0.526 3.238
H -3.071 0.195 4.264
H -3.646 1.222 2.946
H -1.889 1.062 3.268
C 3.603 -0.729 0.462
C 4.145 0.511 1.192
H 4.881 0.173 1.938
H 3.358 1.060 1.730
H 4.669 1.197 0.511
C 2.886 0.971 -1.889
C 2.808 2.385 -1.281
H 3.195 3.096 -2.028
H 3.422 2.478 -0.375
H 1.775 2.669 -1.044
C -0.179 0.647 -0.670
O -0.455 1.324 -1.587
C -4.095 -1.523 2.406
H -4.970 -0.918 2.142
H -4.074 -2.411 1.766
H -4.239 -1.858 3.442
C 4.736 -1.546 -0.165
H 5.405 -1.882 0.638
H 4.370 -2.433 -0.695
H 5.334 -0.940 -0.855
C 4.287 0.705 -2.458
H 4.448 1.406 -3.292
H 5.072 0.908 -1.713
H 4.404 -0.313 -2.855
C -4.907 0.723 0.225
H -5.176 0.927 1.270
H -5.489 1.423 -0.393
H -5.224 -0.292 -0.045
H -3.253 0.936 -1.131
H 2.162 0.930 -2.724
H -1.980 -1.362 2.712
H 3.102 -1.363 1.218
H -0.536 -3.504 -1.795
H 1.059 -1.336 2.469
S 1.264 2.456 4.495
C 0.949 3.656 3.275
C 0.601 3.042 2.089
N 0.572 1.649 2.153
C 0.904 1.196 3.375
H 1.038 4.718 3.471
H 0.364 3.553 1.157
H 1.001 0.144 3.666

Results of the natural (NBO) charge analysis, in e, for atoms 1 through 5: number 1, Mg, carries 1.525; number 2, P, carries 0.796; number 3, P, carries 0.790; number 4, N, carries -0.652; number 5, C, carries -0.722